Entry 1:
Formula: C14H33BN2O6S
Source: the OMol25 dataset
Level of theory: wB97M-V/def2-TZVPD

Structure (XYZ):
```
57
C14H33BN2O6S, DFT wB97M-V/def2-TZVPD
N -5.6772 -0.7853 5.1317
C -5.2926 -1.6068 3.9423
B -4.4333 -0.7233 2.9540
N -3.0579 -0.3526 3.3748
C -2.2834 -1.2629 3.2441
S -1.3108 -2.4808 3.0750
H -5.6839 -1.3732 5.9498
H -6.6467 -0.5341 5.0140
H -6.1815 -1.9257 3.4092
H -4.7310 -2.4665 4.2802
H -4.8377 -0.3589 1.8996
C 3.7181 -5.6401 -3.2685
O 2.7120 -4.6650 -3.1133
C 1.4370 -5.1135 -3.5428
C 0.3297 -4.4916 -2.7212
O 0.1847 -5.0453 -1.4219
C 1.1518 -4.6981 -0.4401
C 1.0377 -3.2799 0.0738
O 1.5651 -2.3519 -0.8585
C 0.9509 -1.0875 -0.7436
H 3.8928 -5.8619 -4.3274
H 4.6333 -5.2421 -2.8344
H 3.4558 -6.5630 -2.7383
H 1.3666 -6.2046 -3.4698
H 1.3091 -4.8263 -4.5953
H -0.6127 -4.7137 -3.2276
H 0.4273 -3.4058 -2.6832
H 2.1636 -4.9128 -0.7868
H 0.9482 -5.3662 0.4001
H 1.6103 -3.1880 1.0073
H -0.0144 -3.0552 0.2806
H -0.1360 -1.1699 -0.8614
H 1.3350 -0.4539 -1.5405
H 1.1823 -0.6263 0.2228
C -0.1542 2.1026 1.6237
O -0.1923 3.0195 0.5526
C -1.1673 4.0342 0.7285
C -0.7221 5.3361 0.1004
O 0.2685 6.0331 0.8414
C 1.5959 5.5271 0.8166
C 2.3229 5.7434 -0.4923
O 1.8887 4.8187 -1.4758
C 2.0293 5.3133 -2.7881
H -1.0856 1.5268 1.6770
H 0.6758 1.4213 1.4466
H 0.0192 2.6180 2.5752
H -1.3653 4.1996 1.7934
H -2.0984 3.7029 0.2492
H -1.5868 6.0037 0.0904
H -0.4154 5.1903 -0.9361
H 1.6268 4.4789 1.1167
H 2.1259 6.0996 1.5811
H 3.3995 5.5949 -0.3325
H 2.1531 6.7718 -0.8312
H 1.4937 6.2622 -2.9083
H 1.5913 4.5826 -3.4653
H 3.0848 5.4524 -3.0480
```

F_max: 0.023 Eh/bohr
HOMO energy: -0.3339 hartree
energy relative to the best compared isomer or geometry (same formula, charge and spin): 0.00 kcal per mole
structure (SMILES): COCCOCCOC.COCCOCCOC.NCBN=C=S
molecular weight: 368.305 Da

---

Entry 2:
Formula: C14H33ClIN2O2P2Yb
Source: the OMol25 dataset
Level of theory: wB97M-V/def2-TZVPD

Structure (XYZ):
```
56
C14H33ClIN2O2P2Yb, DFT wB97M-V/def2-TZVPD
C 3.9701 -4.4068 -5.3183
C 2.8879 -4.3802 -4.2685
H 4.0409 -5.4236 -5.7320
H 4.9336 -4.1333 -4.8709
H 3.7257 -3.7072 -6.1273
O 2.1761 -5.2788 -3.8975
I 2.6279 -2.4097 -3.3327
Yb 0.4615 0.1570 -0.2819
P -1.3873 0.3233 -2.6160
C -3.2204 0.1480 -2.5724
C -1.3523 2.0705 -3.2067
H -1.9314 2.1200 -4.1367
H -1.7451 0.0545 -4.9961
H -0.3087 2.3477 -3.3932
H -0.0495 -0.3480 -4.5203
H -3.6304 0.6833 -1.7077
H -1.7822 2.7523 -2.4603
C -1.1075 -0.4509 -4.2586
H -3.6471 0.5549 -3.4972
H -1.3554 -1.5175 -4.2087
H -3.4733 -0.9149 -2.4855
P 2.4715 -1.1912 1.3374
C 2.2624 -1.9845 2.9870
C 3.8678 -2.2349 0.7588
H 3.9221 0.7255 1.0015
H 4.2759 -0.1288 2.5501
H 2.8687 0.9870 2.4218
C 3.4850 0.2491 1.8897
H 4.2326 -1.8419 -0.1956
H 4.6552 -2.2138 1.5248
H 3.2266 -1.9804 3.5106
H 1.9318 -3.0192 2.8279
H 3.5083 -3.2594 0.6056
H 1.5093 -1.4612 3.5876
Cl 2.2433 0.6339 -1.9166
C 0.1085 1.1802 3.8630
N -1.2018 1.3339 3.2631
C -2.3769 0.9800 4.0437
C -3.5164 1.8862 3.6731
C -3.7129 2.0253 2.1913
N -2.4395 2.2529 1.5319
C -2.4536 2.9961 0.2895
C -1.2720 1.7282 1.9748
O -0.2420 1.6241 1.1954
H 0.7713 0.5864 3.2236
H -0.0160 0.6901 4.8297
H 0.5667 2.1686 4.0319
H -2.6521 -0.0806 3.8870
H -2.1564 1.1274 5.1043
H -3.3262 2.8803 4.0936
H -4.4351 1.5021 4.1143
H -4.3609 2.8882 1.9987
H -4.1934 1.1210 1.7741
H -3.1573 2.5519 -0.4278
H -2.7771 4.0281 0.4842
H -1.4503 3.0087 -0.1419
```

2S+1: 2
F_max: 0.053 Eh/bohr
HOMO energy (alpha / beta): -0.5138 / -0.5138 hartree
total charge: +2
molecular weight: 658.775 Da

---

Entry 3:
Formula: C14H33N10O3S2V
Source: the OMol25 dataset
Level of theory: wB97M-V/def2-TZVPD

Structure (XYZ):
```
63
C14H33N10O3S2V, DFT wB97M-V/def2-TZVPD
V 0.1966 0.8947 0.6499
N 0.5561 0.1081 2.7246
C 0.3666 1.2344 3.6794
C -0.9817 1.9432 3.5175
C -1.2206 2.3009 2.0550
O -0.9594 3.3944 1.5786
O -1.6021 1.2665 1.3581
H -0.1084 -0.6400 2.9146
H 1.4783 -0.2965 2.8602
H 1.1736 1.9465 3.4890
H 0.4696 0.8900 4.7108
H -0.9739 2.8396 4.1361
H -1.7871 1.2866 3.8506
C -1.4551 -5.2769 2.0827
C -0.0392 -5.0452 1.7203
N 0.9124 -5.9261 1.7242
N 2.0152 -5.2420 1.3175
C 1.7786 -3.9484 1.0541
S 2.8332 -2.7360 0.5742
N 0.4459 -3.8353 1.2951
N -0.2422 -2.6147 1.2679
H -1.5401 -6.2448 2.5687
H -2.0904 -5.2765 1.1947
H -1.8095 -4.4989 2.7590
H 2.9095 -5.6973 1.2517
H -1.0196 -2.6927 0.6122
H 0.4330 -1.9890 0.8152
C 5.0211 2.3026 -1.5915
N 4.3182 1.5263 -0.5736
C 4.9970 0.3153 -0.1239
C 2.9877 1.6253 -0.3506
N 2.2701 0.6919 0.1887
N 2.4059 2.8442 -0.6830
C 1.0913 3.0712 -1.0670
N 0.8413 4.3420 -1.4667
N 0.2258 2.1195 -1.0729
H 6.0825 2.2827 -1.3591
H 4.7245 3.3480 -1.6024
H 4.8672 1.8849 -2.5890
H 6.0663 0.5053 -0.1083
H 4.7989 -0.5333 -0.7851
H 4.6823 0.0605 0.8872
H 2.7353 -0.2071 0.2399
H 3.0279 3.6307 -0.7439
H 1.5203 5.0672 -1.3129
H -0.1200 4.6421 -1.4399
H -0.6778 2.4192 -1.4280
C -5.3710 -2.1021 -1.4049
C -4.0209 -2.4433 -0.8016
S -3.0851 -0.9886 -0.2568
O -3.1758 0.0154 -1.3478
C -4.1986 -0.4675 1.1043
C -4.8741 0.8571 0.7970
H -5.7813 -2.9701 -1.9190
H -5.2598 -1.2920 -2.1250
H -6.0877 -1.7932 -0.6443
H -3.3744 -2.9316 -1.5333
H -4.0977 -3.0994 0.0710
H -3.5680 -0.4012 1.9898
H -4.9386 -1.2528 1.2624
H -4.1392 1.6472 0.6745
H -5.5436 1.1123 1.6191
H -5.4551 0.7973 -0.1214
```

2S+1: 4
F_max: 0.019 Eh/bohr
HOMO energy (alpha / beta): -0.3879 / -0.3965 hartree
energy relative to the best compared isomer or geometry (same formula, charge and spin): 45.33 kcal per mole
total charge: +1
molecular weight: 504.563 Da